DFT (wB97M-V/def2-TZVPD) results for a molecular structure, C18H22FeIN3.

Geometry as ORCA input:
```
! wB97M-V def2-TZVPD RIJCOSX def2/J DEFGRID3
* xyz 0 5
C 2.452 1.696 0.708
C 0.880 2.700 -1.535
H 2.769 2.711 0.383
H 3.195 0.899 0.556
H 1.840 1.623 1.629
H -0.082 3.063 -1.784
H 1.679 3.417 -1.262
H 1.337 2.044 -2.320
C -2.152 1.991 -1.385
C -3.254 1.762 -2.194
C -3.332 0.557 -2.894
C -2.200 -0.251 -2.934
H -2.095 2.888 -0.771
H -3.998 2.548 -2.259
H -4.252 0.266 -3.396
H -2.117 -1.093 -3.614
N -1.118 1.144 -1.310
C -1.109 0.045 -2.087
C 0.019 -0.847 -1.838
N 0.988 -0.413 -0.954
C 1.823 -1.336 -0.423
C 0.899 -3.089 -1.812
C 1.833 -2.652 -0.881
H 2.485 -1.031 0.386
H 2.579 -3.317 -0.472
C -0.015 -2.166 -2.293
H -0.793 -2.451 -2.989
H 0.863 -4.126 -2.143
Fe 0.964 1.443 -0.236
I -0.381 2.693 1.293
C -2.055 -0.962 1.050
C -0.817 -0.937 1.855
C -0.698 -1.754 2.997
C 0.464 -1.394 3.647
C 1.053 -0.357 2.893
C 2.222 0.392 3.405
N 0.306 -0.150 1.762
H -2.825 -1.415 1.696
H -1.975 -1.619 0.176
H -2.426 0.020 0.748
H -1.448 -2.492 3.276
H 0.887 -1.771 4.575
H 2.004 1.443 3.634
H 2.506 -0.073 4.361
H 3.098 0.348 2.755
*
```

Results
Maximum force   5.7 eV/A
E_tot   -65975.4735 eV
HOMO level (alpha / beta)   -5.868 / -5.868 eV
<S²>   6.085
E_LUMO (alpha / beta)   -0.041 / -0.049 Ha
Frontier orbital gap (alpha / beta)   0.174 / 0.167 hartree

natural (NBO) atomic charge list, values in e, 4 entries:
1 C -0.8990
2 C -0.8436
3 H 0.2332
4 H 0.2137

=====

DFT (wB97M-V/def2-TZVPD) results for a molecular structure, C18H22N2O4.

Geometry as ORCA input:
```
! wB97M-V def2-TZVPD RIJCOSX def2/J DEFGRID3
* xyz 0 1
C 3.704 0.362 4.287
C 2.790 -0.224 3.151
H 2.151 -1.029 3.577
H 3.456 -0.749 2.458
O 2.212 0.971 2.646
C 0.982 0.556 2.056
C 0.153 1.687 1.881
C -0.797 1.586 0.856
C -1.271 0.325 0.464
C -0.685 -0.758 0.764
C 0.598 -0.935 1.430
O 1.479 -1.942 1.683
C 1.759 -2.446 0.585
C 2.292 -1.928 -0.580
H 1.713 -1.112 -1.042
H 3.108 -1.293 -0.039
H 2.617 -2.379 -1.245
H 2.368 -3.349 1.090
H 0.822 -3.248 0.050
O -1.147 -2.163 0.517
C -2.089 -2.251 -0.402
C -1.921 -2.141 -1.728
H -1.103 -2.737 -2.216
H -1.656 -1.057 -1.867
H -2.550 -2.228 -2.663
H -2.473 -3.319 -0.347
H -3.063 -1.511 0.026
H -2.303 0.161 -0.162
C -1.721 2.782 0.747
O -2.053 3.662 1.476
N -2.077 2.877 -0.762
C -1.614 2.344 -1.869
C -2.659 2.160 -2.933
C -2.215 1.642 -3.992
C -0.949 1.036 -4.048
N -0.137 0.925 -3.210
C -0.336 1.799 -2.129
H 0.089 1.732 -1.119
H -0.609 0.400 -4.969
H -2.910 1.252 -4.812
H -3.793 2.677 -2.766
H -2.903 3.515 -0.603
H 0.625 2.601 2.145
H 3.216 0.986 5.151
H 4.565 1.034 3.802
H 4.333 -0.273 4.662
*
```

Results
Maximum force   17.3 eV/A
E_tot   -30177.6450 eV
HOMO level   -8.220 eV
E_LUMO   -0.014 Ha
Frontier orbital gap   0.289 hartree

natural (NBO) atomic charge list, values in e, 4 entries:
1 C -0.6062
2 C -0.0835
3 H 0.1966
4 H 0.1777

=====

DFT (wB97M-V/def2-TZVPD) results for a single C18H22N2O4S molecule.

Geometry as ORCA input:
```
! wB97M-V def2-TZVPD RIJCOSX def2/J DEFGRID3
* xyz 0 1
C 1.126 -5.345 1.993
C 1.390 -3.871 1.536
O 1.957 -3.113 2.298
N 0.868 -3.594 0.358
C 0.953 -2.492 -0.424
C 1.942 -1.434 0.184
C 2.080 -0.219 -0.438
C 0.896 -0.023 -1.580
S 1.030 1.524 -2.563
O 2.310 2.094 -2.590
O 0.004 1.503 -3.558
N 0.547 2.665 -1.096
C 0.422 4.006 -1.820
C -0.742 2.106 -0.412
C -1.875 1.935 -1.022
O -2.924 0.667 -0.769
C -3.295 0.856 0.464
C -2.204 0.541 1.540
C -2.446 1.565 2.803
C -1.315 1.280 3.863
C -0.470 0.291 3.766
C -0.660 -0.619 2.758
C -1.514 -0.564 1.611
C 0.043 -1.020 -1.965
C 0.126 -2.146 -1.363
H -0.091 -5.640 2.140
H 1.446 -5.998 1.067
H 1.634 -5.634 2.826
H 0.404 -4.374 -0.095
H 2.559 -1.637 1.062
H 2.687 0.634 0.044
H 1.304 4.226 -2.221
H 0.015 4.815 -0.920
H -0.498 4.137 -2.313
H -0.798 2.918 0.616
H -0.380 1.318 0.179
H -2.672 2.739 -0.917
H -1.562 1.826 -2.242
H -3.623 1.859 0.746
H -4.008 -0.025 0.541
H -3.133 2.274 2.645
H -1.542 2.130 4.741
H 0.199 0.060 4.569
H 0.216 -1.547 2.625
H -1.465 -1.108 0.856
H -0.658 -0.837 -2.724
H -0.683 -2.900 -1.452
*
```

Results
Maximum force   13.7 eV/A
E_tot   -41014.7083 eV
HOMO level   -8.378 eV
E_LUMO   -0.009 Ha
Frontier orbital gap   0.299 hartree
SMILES   CC(=O)Nc1ccc(S(=O)(=O)N(C)CCOCc2ccccc2)cc1

natural (NBO) atomic charge list, values in e, 4 entries:
1 C -0.6784
2 C 0.6828
3 O -0.6004
4 N -0.6029

=====

DFT (wB97M-V/def2-TZVPD) results for a single C18H22N2O5S molecule.

Geometry as ORCA input:
```
! wB97M-V def2-TZVPD RIJCOSX def2/J DEFGRID3
* xyz 0 1
C -4.770 -2.485 0.807
O -4.460 -1.404 0.045
C -3.241 -1.088 -0.146
C -2.267 -2.073 0.115
C -0.894 -1.661 -0.544
C -0.597 -0.419 -1.055
N 0.760 -0.259 -1.190
C 1.479 1.057 -1.724
O 0.781 2.011 -1.892
C 2.867 0.854 -1.742
N 3.370 0.629 -0.212
C 3.238 1.360 0.836
C 1.782 1.440 1.183
C 1.273 0.147 1.720
C 0.017 0.122 2.276
C -0.900 1.018 2.034
C -0.452 2.235 1.453
C 0.943 2.596 1.078
S 3.913 -0.924 -0.047
C 5.581 -1.133 -0.988
O 4.109 -1.185 1.464
O 2.988 -1.759 -0.998
C -1.505 0.453 -1.147
C -2.918 0.446 -0.744
O -3.803 1.394 -1.080
C -5.075 0.975 -0.988
H -5.735 -2.443 0.932
H -4.120 -2.605 1.623
H -4.581 -3.320 -0.025
H -2.271 -3.057 0.411
H -0.025 -2.538 -0.238
H 1.580 -1.045 -1.070
H 3.172 -0.061 -2.326
H 3.202 1.885 -2.060
H 3.324 2.495 0.715
H 3.774 1.022 1.591
H 2.063 -0.731 2.158
H -0.483 -0.693 2.825
H -1.927 1.117 2.386
H -1.091 3.150 1.551
H 1.279 3.301 0.387
H 5.354 -1.121 -2.027
H 5.903 -2.004 -0.884
H 6.093 -0.480 -0.410
H -1.282 1.302 -1.506
H -5.394 1.065 0.191
H -5.480 0.336 -1.641
H -5.573 2.077 -1.094
*
```

Results
Maximum force   11.6 eV/A
E_tot   -43061.0328 eV
HOMO level   -6.614 eV
E_LUMO   0.009 Ha
Frontier orbital gap   0.252 hartree
SMILES   COc1ccc(NC(=O)CN(Cc2ccccc2)S(C)(=O)=O)cc1OC

natural (NBO) atomic charge list, values in e, 4 entries:
1 C -0.2207
2 O -0.5108
3 C 0.2733
4 C -0.3715

=====

DFT (wB97M-V/def2-TZVPD) results for a single C18H22N4O2S molecule.

Geometry as ORCA input:
```
! wB97M-V def2-TZVPD RIJCOSX def2/J DEFGRID3
* xyz 0 1
C -6.559 1.821 1.722
C -6.076 0.632 0.958
C -6.875 -0.484 0.739
C -6.324 -1.542 0.017
C -7.091 -2.789 -0.272
N -5.083 -1.476 -0.446
C -4.408 -0.368 -0.190
S -2.783 -0.320 -0.834
C -2.261 1.334 -0.258
C -0.769 1.598 -0.431
O -0.372 2.712 -0.695
N 0.004 0.511 -0.213
C 1.398 0.390 -0.305
C 2.243 1.463 -0.574
C 3.605 1.271 -0.653
C 4.189 0.013 -0.456
N 5.560 -0.143 -0.611
C 6.471 0.819 -0.019
C 6.865 0.368 1.395
O 7.445 -0.917 1.387
C 6.566 -1.869 0.825
C 6.169 -1.457 -0.598
C 3.326 -1.055 -0.189
C 1.960 -0.868 -0.120
N -4.833 0.683 0.488
H -5.790 2.588 1.733
H -7.462 2.218 1.263
H -6.798 1.534 2.745
H -7.885 -0.529 1.114
H -7.412 -3.255 0.658
H -7.980 -2.553 -0.856
H -6.465 -3.479 -0.828
H -2.821 2.088 -0.810
H -2.530 1.406 0.797
H -0.479 -0.360 -0.030
H 1.825 2.442 -0.733
H 4.225 2.119 -0.898
H 6.016 1.806 0.031
H 7.368 0.870 -0.645
H 7.615 1.036 1.823
H 5.968 0.370 2.036
H 7.106 -2.817 0.825
H 5.667 -1.959 1.454
H 5.504 -2.189 -1.053
H 7.080 -1.395 -1.206
H 3.709 -2.049 -0.024
H 1.319 -1.714 0.086
*
```

Results
Maximum force   0.6 eV/A
E_tot   -39914.2390 eV
HOMO level   -7.294 eV
E_LUMO   0.026 Ha
Frontier orbital gap   0.294 hartree
SMILES   Cc1cc(C)nc(SCC(=O)Nc2ccc(N3CCOCC3)cc2)n1

natural (NBO) atomic charge list, values in e, 4 entries:
1 C -0.6515
2 C 0.2834
3 C -0.3335
4 C 0.2830

=====

Which of these has the highest maximum force?
C18H22N2O4

=====

What is the formula in the first record?
C18H22FeIN3

=====

What is the maximum force in the fourth record?
11.6 eV/A

=====

The highest E_tot belongs to which entry?
C18H22N2O4